155
Properties=species:S:1:pos:R:3:forces:R:3:lowdin_charge:R:1 method="wB97M-V/def2-TZVPD" e_lumo_ev=-3.308 homo_energy_ha=-0.3849 multiplicity=1 total_charge=+1 total_energy_ev=-124652.02341 mol_weight_g_mol=1314.0 orbital_gap_ev=7.164
C 8.535428 4.209923 0.381152 -0.4 -0.4 0.2 -0.146
C 9.009795 3.064703 1.468553 0.5 0.8 -0.2 -0.259
C 10.205285 2.167209 0.770366 -0.4 -0.8 1.6 -0.210
C 9.574938 0.710063 0.249884 1.2 -0.3 0.1 -0.209
C 9.542354 0.563715 -1.386371 0.0 -0.3 0.2 -0.214
C 8.214989 1.209856 -2.098702 0.1 0.0 -0.6 -0.214
C 7.084617 0.060697 -2.518163 1.3 -0.1 0.9 -0.195
C 6.384955 -0.416430 -1.115424 -0.5 0.3 0.1 -0.207
C 4.739270 -0.639751 -1.255655 0.5 1.0 0.8 -0.183
C 4.102907 -0.133090 0.182415 0.5 -0.6 0.2 -0.187
C 2.628692 -0.785942 0.528721 0.8 -0.8 0.0 -0.113
C 1.602220 0.200247 1.329226 -0.2 0.4 -0.9 -0.204
B 2.373909 0.543607 2.710399 1.8 0.9 3.0 -0.342
C 2.467346 -0.392062 4.092939 0.1 -0.5 -1.0 -0.030
O 3.195261 1.800852 2.868737 -0.5 -3.0 -1.9 0.011
C 1.269518 1.718529 0.706312 0.4 -0.2 -1.0 -0.132
C 0.404200 2.766298 1.637631 -1.0 0.1 0.8 -0.072
C -0.195970 4.074442 0.852367 -0.1 1.1 1.5 -0.299
O -1.609636 3.840902 0.402854 1.4 1.8 0.5 -0.130
C 0.766309 4.718814 -0.300589 0.4 1.3 -0.6 -0.193
N 0.150826 4.809280 -1.683783 0.1 -0.1 1.1 -0.052
C 0.462455 1.267950 -0.652015 -0.2 2.9 -0.6 -0.198
C 1.256302 1.026942 -2.057846 1.0 -1.0 -1.4 -0.157
C 2.321513 2.225428 -2.468616 5.2 1.9 3.4 -0.645
O 3.422986 2.570347 -1.809066 -7.2 -2.6 -3.7 -0.128
I 1.967143 3.380977 -4.346242 0.1 -1.2 1.3 0.795
N -0.408898 0.136302 -0.062314 -3.5 0.8 1.8 -0.206
P -1.017363 -0.809114 -1.411959 -0.5 -3.3 -4.7 0.989
C -2.127952 0.399369 -2.471965 -0.8 0.2 1.3 -0.219
O -2.150625 -2.058531 -0.984658 0.7 1.6 -1.2 -0.348
C 0.113685 -0.468171 1.236472 1.3 1.0 3.7 -0.096
C -0.157363 -2.036211 1.608930 1.7 -3.0 0.3 -0.088
F 0.655813 -2.534683 2.784109 -2.3 2.2 -3.8 0.015
F 0.234992 -3.016747 0.531731 -1.6 3.3 3.1 -0.004
C -1.720788 -2.298859 2.151143 -2.4 -2.0 1.9 -0.123
F -2.647135 -1.191076 1.829700 3.1 -3.5 0.7 0.031
F -2.272228 -3.602411 1.649015 2.2 5.1 1.9 0.036
F -1.733007 -2.422119 3.655204 0.0 0.7 -5.5 0.035
H 8.795214 5.307565 0.744474 -0.7 -2.4 -0.9 0.082
H 7.379422 4.051667 0.210951 2.2 0.8 0.3 0.065
H 9.062780 3.997538 -0.642970 -1.0 0.6 2.0 0.067
H 9.395062 3.580250 2.473698 -0.8 -1.1 -2.3 0.110
H 8.086801 2.401664 1.787656 2.0 1.2 -0.8 0.091
H 10.788232 2.737152 -0.072950 -1.4 -1.1 1.6 0.109
H 10.995563 1.957867 1.636253 -1.6 0.2 -2.0 0.108
H 8.523492 0.485573 0.767730 2.3 0.6 -1.3 0.097
H 10.323125 -0.119522 0.643646 -1.6 1.6 -0.8 0.108
H 9.624540 -0.587778 -1.650590 -0.3 2.3 0.4 0.111
H 10.510269 1.075870 -1.829199 -2.0 -1.0 1.0 0.114
H 7.732670 1.991270 -1.369367 0.8 -1.4 -1.4 0.093
H 8.563509 1.796137 -3.059967 -0.8 -1.2 1.8 0.113
H 7.694428 -0.858811 -2.972322 -1.5 2.1 0.7 0.118
H 6.300973 0.477564 -3.292530 1.6 -0.8 1.6 0.110
H 6.899390 -1.378019 -0.642598 -1.1 2.0 -1.1 0.133
H 6.562047 0.467309 -0.332660 -0.6 -1.9 -1.7 0.095
H 4.437693 -1.741701 -1.503710 0.6 2.1 0.5 0.121
H 4.339735 0.110969 -2.079222 0.8 -1.7 1.6 0.091
H 4.129685 1.034753 0.166611 -0.3 -2.1 -0.1 0.099
H 4.848902 -0.461207 1.054963 -1.6 0.6 -1.9 0.138
H 2.865668 -1.684836 1.280432 -0.8 1.9 -1.6 0.143
H 2.130768 -1.331225 -0.410103 1.0 1.5 1.9 0.124
H 1.390601 -0.670585 4.455054 2.1 0.3 -0.3 0.075
H 3.002779 -1.399192 3.739528 -1.3 1.9 0.8 0.095
H 3.165099 0.063845 4.914086 -1.7 -0.7 -1.6 0.090
H 3.921434 1.828178 2.180886 -1.3 0.3 0.9 0.103
H 2.264105 2.295876 0.499207 -1.9 -1.5 -0.1 0.137
H -0.538306 2.253306 2.162889 1.9 1.0 -1.2 0.138
H 1.029703 3.213669 2.551999 -1.0 -1.3 -2.3 0.152
H -0.311783 4.918430 1.691292 0.5 -2.0 -1.7 0.158
H -2.040900 4.759038 0.478090 0.8 -2.2 -0.3 0.130
H 1.810084 4.202558 -0.436602 -2.1 0.7 0.6 0.102
H 1.010396 5.846156 0.010391 -0.5 -2.6 -0.6 0.145
H -0.317632 5.722038 -1.862640 0.3 -1.4 0.3 0.085
H -0.439002 3.985512 -1.923486 0.4 1.4 0.4 0.041
H -0.403909 2.011081 -1.002331 2.0 -1.2 1.2 0.139
H 0.547541 0.956113 -3.017965 1.4 0.2 2.5 0.089
H 1.895676 0.020070 -2.097909 -1.2 2.3 0.3 0.125
H -1.273734 0.667735 0.262139 1.3 -0.4 -0.1 0.171
H -3.072104 0.644419 -1.825631 1.5 -0.3 -1.4 0.075
H -1.570854 1.393116 -2.738268 -1.1 -2.0 0.3 0.051
H -2.458165 -0.235711 -3.411533 0.9 1.4 1.9 0.088
H -2.314840 -2.572704 -1.852793 0.5 1.1 1.9 0.110
H -0.455226 0.083273 2.135020 0.8 -1.3 -2.2 0.187
C -4.304380 -4.174108 -0.013986 -0.4 0.0 -0.1 -0.084
C -4.665564 -5.443559 -0.464592 -0.4 0.0 0.1 -0.046
C -5.932925 -5.952444 -0.176321 0.3 0.1 -0.1 0.014
C -6.838398 -5.194161 0.575741 0.6 0.0 -0.3 -0.076
C -6.468358 -3.935174 1.047073 0.6 -0.1 -0.3 -0.077
C -5.202306 -3.418877 0.741688 0.2 -0.2 -0.2 0.007
C -7.397093 -3.147346 1.883046 0.2 1.3 0.6 -0.277
O -7.074146 -2.039813 2.294509 -0.1 -0.6 -0.3 0.094
C -8.716236 -3.716885 2.222996 -0.5 0.1 0.3 -0.087
C -9.583740 -3.005768 3.062397 -0.3 -0.1 0.1 0.009
C -10.838576 -3.531132 3.378144 0.4 0.0 -0.2 -0.049
C -11.233493 -4.760203 2.850604 0.3 -0.1 -0.2 -0.046
C -10.369120 -5.473356 2.018670 -0.2 0.1 0.2 0.016
C -9.104000 -4.954735 1.712338 -0.5 0.0 0.2 -0.080
C -8.183140 -5.733119 0.860581 -0.5 -1.2 -0.4 -0.257
O -8.527641 -6.815541 0.400284 0.6 0.8 0.6 0.066
H -3.320027 -3.773679 -0.246427 -0.5 -0.2 0.1 0.059
H -3.961072 -6.037346 -1.042771 -0.1 0.1 0.1 0.110
H -6.209836 -6.942127 -0.535830 -0.1 0.3 0.2 0.124
H -4.911417 -2.431053 1.094712 -0.2 -0.2 0.0 0.109
H -9.284361 -2.044003 3.475902 0.1 -0.3 -0.2 0.122
H -11.508529 -2.979720 4.034331 0.1 -0.1 -0.1 0.111
H -12.213756 -5.166318 3.090548 0.2 0.1 -0.1 0.113
H -10.682390 -6.434538 1.614475 0.2 0.2 0.0 0.122
C -17.348426 -10.122882 -1.461904 0.3 0.2 0.0 -0.058
C -16.932862 -11.453547 -1.502464 0.4 0.0 0.0 -0.056
C -15.572390 -11.761980 -1.454996 -0.3 0.0 0.0 0.007
C -14.623120 -10.735544 -1.378918 -0.6 -0.2 -0.1 -0.087
C -15.037644 -9.404359 -1.363180 -0.6 -0.2 0.0 -0.087
C -16.404256 -9.097459 -1.393056 -0.2 -0.2 0.0 0.005
C -14.043470 -8.312209 -1.333151 -0.4 1.3 0.0 -0.281
O -14.406860 -7.142650 -1.315719 0.2 -0.6 0.0 0.092
C -12.606018 -8.649569 -1.333311 0.6 0.2 0.0 -0.087
C -11.652382 -7.623647 -1.363418 0.4 -0.1 0.0 0.008
C -10.290759 -7.933690 -1.350293 -0.5 0.1 -0.3 -0.071
C -9.878556 -9.264930 -1.297710 -0.4 -0.2 0.0 -0.049
C -10.826340 -10.289113 -1.273297 0.3 0.3 0.0 0.009
C -12.192865 -9.980609 -1.301033 0.6 0.2 0.0 -0.087
C -13.187071 -11.071850 -1.311074 0.5 -1.4 0.0 -0.279
O -12.825586 -12.242234 -1.269552 -0.2 0.7 0.0 0.096
H -18.409043 -9.882786 -1.489609 0.2 0.0 0.0 0.108
H -17.668293 -12.252235 -1.568940 0.2 0.1 0.0 0.109
H -15.255552 -12.803273 -1.481811 0.1 0.3 0.0 0.122
H -16.735833 -8.060911 -1.367315 0.3 -0.2 0.0 0.121
H -11.965831 -6.581572 -1.401315 -0.1 -0.3 0.0 0.121
H -9.551955 -7.135682 -1.379011 -0.3 -0.3 -0.1 0.090
H -8.818016 -9.506513 -1.280159 -0.2 0.0 0.0 0.109
H -10.497010 -11.326235 -1.237202 -0.3 0.2 0.0 0.121
C 12.898654 11.190954 2.644363 -0.2 0.1 -0.3 -0.055
C 12.866953 9.796941 2.671358 -0.2 -0.1 -0.3 -0.056
C 12.092940 9.097976 1.743662 0.2 0.1 0.2 0.005
C 11.338128 9.795752 0.792957 0.4 0.0 0.5 -0.088
C 11.350632 11.189972 0.781741 0.4 0.0 0.5 -0.085
C 12.141939 11.889284 1.702341 0.1 -0.2 0.2 0.009
C 10.519850 11.937177 -0.184469 0.1 1.5 0.0 -0.278
O 10.532997 13.161876 -0.197309 0.0 -0.8 0.0 0.101
C 9.666968 11.187746 -1.128410 -0.5 0.0 -0.5 -0.084
C 8.830636 11.883814 -2.010953 -0.2 -0.2 -0.2 0.008
C 8.030710 11.182996 -2.916099 0.3 0.1 0.3 -0.058
C 8.070422 9.789362 -2.949000 0.3 -0.1 0.3 -0.061
C 8.898437 9.093218 -2.067173 -0.2 0.2 -0.2 0.003
C 9.690958 9.794035 -1.148423 -0.4 0.0 -0.5 -0.086
C 10.536420 9.047692 -0.195784 0.1 -1.4 0.0 -0.279
O 10.568420 7.822728 -0.220910 -0.1 0.7 0.0 0.085
H 13.509046 11.735516 3.361439 -0.1 -0.1 -0.1 0.110
H 13.446828 9.253040 3.413718 -0.1 0.1 -0.2 0.109
H 12.077137 8.009591 1.767408 -0.1 0.3 -0.2 0.120
H 12.167319 12.977522 1.690808 -0.1 -0.3 -0.1 0.123
H 8.796075 12.971987 -1.993917 0.2 -0.3 0.1 0.123
H 7.378144 11.725318 -3.596920 0.1 -0.1 0.1 0.108
H 7.452835 9.243410 -3.658888 0.1 0.1 0.1 0.106
H 8.920514 8.005054 -2.095351 0.1 0.3 0.2 0.119